{"formula": "C5H9NO", "method": "wB97M-V/def2-TZVPD", "species": ["C", "C", "N", "C", "C", "C", "O", "H", "H", "H", "H", "H", "H", "H", "H", "H"], "xyz": [[-1.976, -0.357, -0.183], [-1.175, 0.637, 0.641], [-0.199, 0.264, 1.656], [0.283, 0.880, 0.439], [0.945, 0.031, -0.605], [2.338, -0.388, -0.718], [1.328, -1.313, -0.331], [-2.456, 0.163, -1.025], [-2.772, -0.791, 0.430], [-1.398, -1.205, -0.571], [-1.752, 1.490, 0.996], [-0.031, -0.733, 1.750], [0.684, 1.888, 0.579], [0.401, 0.165, -1.550], [2.856, -0.709, -1.628], [2.922, -0.022, 0.118]], "forces_ev_per_a": [[0.036, -0.002, 0.157], [-0.111, 0.161, 0.186], [-0.190, -0.121, 0.687], [0.383, -0.297, 0.239], [-0.828, 0.171, -1.914], [0.320, -0.053, 0.744], [-0.496, 0.144, 0.468], [0.158, -0.162, 0.163], [0.027, 0.133, -0.027], [0.099, 0.319, 0.077], [-0.071, -0.068, -0.294], [0.140, 0.035, -0.499], [-0.048, -0.276, -0.162], [0.257, -0.403, 0.071], [-0.269, 0.711, 0.156], [0.592, -0.292, -0.053]], "lowdin_charge": [-0.053, -0.316, 0.058, -0.237, -0.287, -0.099, -0.045, 0.081, 0.075, 0.076, 0.127, 0.101, 0.141, 0.144, 0.119, 0.113], "multiplicity": 1, "energy_ha": -325.81884, "smiles": "C[C@H]1N[C@H]1[C@H]1CO1", "homo_energy_ev": -9.212, "de_lowest_kcal_mol": 74.5, "max_force_ha_per_bohr": 0.0407}



{"formula": "C5H9NO", "method": "wB97M-V/def2-TZVPD", "species": ["C", "C", "C", "N", "C", "C", "O", "H", "H", "H", "H", "H", "H", "H", "H", "H"], "xyz": [[1.289, -0.880, 0.110], [0.241, 0.214, -0.167], [0.641, 1.666, -0.436], [-0.889, -0.253, -1.012], [-1.689, -0.675, 0.159], [-0.646, -0.002, 1.055], [-0.530, 0.255, 2.222], [2.165, -0.467, 0.618], [1.583, -1.472, -0.763], [0.825, -1.587, 0.819], [0.766, 1.868, -1.505], [1.549, 1.953, 0.103], [-0.180, 2.303, -0.082], [-0.639, -1.008, -1.647], [-2.650, -0.158, 0.241], [-1.834, -1.756, 0.285]], "forces_ev_per_a": [[0.159, -0.129, -0.008], [0.097, 0.060, 0.353], [0.054, -0.162, 0.069], [0.053, -0.112, -0.132], [-0.339, -0.035, 0.215], [-0.261, 0.396, 0.560], [-0.252, -0.135, -0.680], [-0.070, -0.070, -0.159], [0.089, 0.360, -0.073], [0.376, -0.033, -0.294], [0.088, -0.192, 0.174], [-0.133, -0.084, -0.084], [0.222, -0.042, -0.137], [-0.070, 0.134, 0.202], [-0.065, -0.192, -0.127], [0.052, 0.234, 0.121]], "lowdin_charge": [-0.008, -0.494, -0.013, 0.016, -0.095, -0.378, 0.118, 0.091, 0.083, 0.090, 0.080, 0.081, 0.087, 0.104, 0.116, 0.122], "multiplicity": 1, "energy_ha": -325.86752, "smiles": "CC1(C)NCC1=O", "homo_energy_ev": -9.297, "de_lowest_kcal_mol": 43.9, "max_force_ha_per_bohr": 0.0143}